Formula: C4H7NO2
Source: OMol25
Level of theory: the ωB97M-V functional and the def2-TZVPD basis

Calculated values
F_max in eV Å⁻¹: 0.811
Multiplicity: 1
Energy relative to the best compared isomer or geometry (same formula, charge and spin) in kcal/mol: 80.7
Energy in Eh: -361.75230
SMILES: C=C/C(=N/O)OC

```
14
Properties=species:S:1:pos:R:3:lowdin_charge:R:1
H -3.659 -0.247 0.008 0.0585
H 2.388 -1.918 0.118 0.0932
H 2.042 -0.470 1.102 0.0953
O 0.705 -0.961 -0.415 -0.0627
H 1.247 2.606 0.033 0.1028
C -2.667 0.186 -0.092 0.0247
H 2.664 -0.268 -0.549 0.0845
C -0.201 -0.015 -0.096 -0.3972
N -0.028 1.248 0.069 0.0605
H -2.605 1.261 -0.271 0.0651
O 1.280 1.662 -0.188 -0.0710
H -1.626 -1.637 0.177 0.1072
C 2.034 -0.884 0.094 -0.0666
C -1.574 -0.562 0.009 -0.0940
```

Formula: C3H5BrS
Source: OMol25
Level of theory: the ωB97M-V functional and the def2-TZVPD basis

Calculated values
F_max in eV Å⁻¹: 4.528
Multiplicity: 1
Energy relative to the best compared isomer or geometry (same formula, charge and spin) in kcal/mol: 89.9
Energy in Eh: -3089.34581

```
10
Properties=species:S:1:pos:R:3:lowdin_charge:R:1
S 1.837 -2.670 -0.384 0.6636
C -1.756 -0.015 -1.176 -0.4259
H -1.070 -0.771 -1.709 0.0284
C 0.338 -0.889 0.857 -0.1235
C 1.292 -1.156 0.013 -0.7935
H 2.054 -0.383 -0.261 0.0625
H 0.017 0.038 1.247 0.0494
H -0.381 -1.645 1.251 0.0622
H -1.766 1.087 -1.209 -0.0126
Br -3.080 -0.666 0.160 0.4895
```

Formula: C56H79ClN6O7RbSbSi3
Source: OMol25
Level of theory: the ωB97M-V functional and the def2-TZVPD basis

Calculated values
F_max in eV Å⁻¹: 0.701
Charge: -2
Multiplicity: 1
Energy in Eh: -4629.68061

```
154
Properties=species:S:1:pos:R:3:lowdin_charge:R:1
C 2.373 1.251 1.637 -0.2369
Cl -2.361 1.851 6.099 0.4935
H 1.787 3.659 -3.613 0.1243
H -0.711 -9.204 1.399 0.0284
C -6.058 -0.465 -0.926 -0.0779
Si 4.537 -3.958 0.906 0.4091
H -3.439 5.800 -1.037 0.0974
H 5.644 -1.950 -0.096 0.0075
H 1.294 3.792 1.341 0.0846
H 2.422 -6.316 -4.432 0.0674
C -6.726 -0.399 -2.125 -0.1411
H -0.768 -2.085 3.752 0.0345
C 0.752 -7.541 3.647 -0.1766
C -0.744 -4.483 5.128 -0.1844
H -3.900 -3.443 -1.755 0.1071
C 0.796 3.681 -3.148 -0.1448
C -1.159 2.255 -3.042 -0.1276
H 6.685 -3.378 -0.125 0.0205
C 2.433 -5.857 -3.453 -0.1332
H 1.924 -8.386 1.059 0.0353
H 6.435 -5.458 1.535 0.0148
H 4.117 0.927 0.465 0.1321
H -1.466 1.211 -2.954 0.0937
C 1.594 -7.369 0.818 -0.1645
H -2.020 -8.233 2.091 0.0084
C -1.989 2.340 4.404 -0.5008
C 1.329 -4.972 -1.508 -0.0944
C -2.055 3.074 0.393 -0.1173
N -1.099 -3.793 0.074 0.0348
H -0.737 -2.420 -6.132 0.1009
C 1.240 -0.426 4.165 -0.1927
O -2.823 -0.699 0.648 -0.1162
H 0.037 -7.349 4.446 0.0011
N -1.582 2.434 -0.674 0.0894
H 2.842 -3.676 4.019 -0.0206
H 0.291 -5.799 -3.166 0.0933
H 3.141 -1.732 -1.530 0.0851
N 0.301 2.325 -3.077 -0.1267
C -1.750 2.993 -1.875 -0.2724
H 4.336 -0.447 -1.280 0.0789
H 4.854 -3.563 3.380 0.0115
H -3.015 -2.950 4.017 0.0405
C 2.589 -4.686 -0.885 -0.4419
H -0.156 -5.313 5.524 0.0217
C -2.646 -5.488 0.641 -0.0760
C 2.301 0.614 3.902 -0.1645
C -5.957 -0.327 -3.308 -0.1292
O 0.269 -0.408 3.139 -0.2833
O -2.587 -0.403 -2.059 -0.0943
C 1.270 5.778 0.513 -0.0584
H 1.884 1.593 -4.194 0.1243
N 3.722 -4.984 -1.611 0.0497
H 1.694 -7.068 3.924 0.0167
H -2.902 -6.347 1.245 0.0728
C 5.401 -5.613 1.203 -0.1993
H 4.567 -5.729 -3.317 0.0882
H 5.401 -3.205 -1.337 0.0067
C -0.135 -2.579 -4.079 -0.0386
H 0.423 -4.750 -0.970 0.0600
C -0.517 2.706 4.119 -0.7763
C -0.932 -1.031 3.527 -0.1339
O 2.609 -0.340 -0.144 -0.2712
H 0.834 6.345 -2.788 0.1045
H -3.397 -6.654 3.228 0.0171
H -6.463 -0.273 -4.268 0.0861
N 1.113 3.727 -0.712 0.1470
H -4.003 -0.274 -4.177 0.0974
H -2.598 -2.943 2.299 0.0233
C -2.673 -6.393 4.003 -0.1862
C 0.790 1.553 -4.207 -0.1511
C -4.901 -0.512 1.740 -0.0154
H -1.523 -7.984 0.412 0.0287
H 0.770 -0.198 5.132 0.1339
H 2.766 1.714 -0.402 0.1146
H 0.165 4.299 -3.814 0.1223
C -3.221 -3.881 -1.035 -0.0424
H -4.244 -0.473 2.606 0.0719
H 0.459 1.989 -5.169 0.1195
H -4.506 -5.492 -0.419 0.1030
H 0.538 -2.360 -2.050 0.1003
C -2.732 4.286 0.314 -0.0526
H -1.837 2.630 1.360 0.0840
C -3.842 -0.404 -2.031 -0.3926
H -3.240 -6.081 4.887 0.0326
C 2.771 -4.199 0.433 -0.4731
C 3.619 -5.529 -2.816 -0.1961
O -0.270 2.652 2.887 -0.0716
C -4.031 -0.564 0.492 -0.3999
H -3.086 4.767 1.217 0.1007
C 0.953 4.421 -1.831 -0.2639
H -3.827 -4.051 2.894 0.0378
H -5.560 0.358 1.740 0.0785
H -5.521 -1.409 1.810 0.0832
H 0.921 -8.622 3.602 0.0313
C -0.359 -1.899 -5.260 -0.0618
C -0.090 -0.538 -5.315 -0.0271
H 2.941 -5.217 3.145 -0.0074
C 0.332 -1.856 -2.991 -0.1265
C 1.243 4.394 0.438 -0.1051
H -1.645 -2.476 -1.397 0.0705
C -1.973 -3.328 -0.823 -0.1268
H -1.539 -4.262 5.849 0.0369
C 1.144 6.501 -0.665 -0.0853
O 0.221 3.031 5.057 -0.0515
C 0.973 5.815 -1.852 -0.0463
H 2.838 -0.094 -2.186 0.0688
H 1.304 -7.344 -0.233 0.0319
H 2.437 -6.685 0.945 0.0123
H 1.160 7.584 -0.654 0.0966
H 3.072 0.505 4.671 0.1287
C 3.028 0.933 0.325 -0.2119
H -6.644 -0.522 -0.015 0.0921
H 1.560 -4.861 4.206 -0.0449
H -1.582 2.660 -3.980 0.1282
C -1.160 -8.206 1.420 -0.1834
Si 0.173 -6.972 1.945 0.4411
C 1.264 -5.558 -2.743 -0.1379
H 2.549 2.306 1.877 0.1201
H -2.610 3.207 4.185 0.0635
H -7.807 -0.402 -2.160 0.0749
Rb -0.232 -0.080 0.185 0.7680
C 3.267 -0.662 -1.358 -0.1064
H -2.288 1.519 3.760 0.0440
C 2.265 -4.441 3.506 -0.3302
C -4.593 -0.326 -3.269 -0.0329
C -2.414 4.199 -2.045 -0.0347
H -2.121 -7.296 4.260 0.0127
H 1.294 1.116 1.576 0.0234
C -0.483 -5.200 1.986 -0.4867
H -0.253 0.029 -6.223 0.1025
C -2.917 4.856 -0.931 -0.0750
Si -1.584 -4.923 3.506 0.4588
C -4.652 -0.474 -0.826 -0.1028
C 4.825 -2.946 2.481 -0.1978
H 5.800 -2.457 2.384 0.0233
C -2.868 -3.586 3.139 -0.1613
H 1.870 1.615 3.980 0.1034
H 5.413 -6.180 0.268 0.0156
H -0.092 -3.612 5.067 0.0149
H -2.529 4.615 -3.039 0.1048
C 5.661 -3.024 -0.296 -0.1945
H 4.883 -6.213 1.959 0.0094
C -3.547 -5.003 -0.288 -0.0565
O 2.933 0.428 2.643 -0.1169
H -1.635 -0.949 2.698 0.0565
H 4.087 -2.148 2.618 0.0164
H 1.375 6.266 1.472 0.1022
C -1.414 -4.844 0.839 -0.4396
Sb 1.248 -3.575 1.779 1.4832
H -1.351 -0.542 4.418 0.0862
N 0.578 -0.551 -3.030 0.1253
C 0.388 0.096 -4.177 -0.2757
H -0.313 -3.641 -3.988 0.0916
H 1.688 -1.429 4.223 0.1073
```

Formula: C3H10N2O2
Source: OMol25
Level of theory: the ωB97M-V functional and the def2-TZVPD basis

Calculated values
F_max in eV Å⁻¹: 3.486
Multiplicity: 1
Energy relative to the best compared isomer or geometry (same formula, charge and spin) in kcal/mol: 46.7
Energy in Eh: -380.26230
SMILES: CNC(=O)CN.O

```
17
Properties=species:S:1:pos:R:3:lowdin_charge:R:1
H -1.434 -6.023 -1.386 0.0272
C -0.146 0.835 0.430 -0.5056
H 0.122 0.929 2.953 0.0716
H 0.902 2.130 -1.124 0.0992
H 0.230 0.565 -1.670 0.1129
O -1.208 0.488 0.896 0.0812
H 1.951 0.715 2.962 0.0780
H 1.903 0.287 0.698 0.1218
N -1.167 2.267 -1.260 -0.0075
H -0.621 -5.987 -2.728 0.0243
O -0.682 -5.648 -1.839 -0.0515
H -1.815 1.738 -0.679 0.0402
N 1.037 0.623 1.063 -0.0075
C 0.070 1.431 -1.002 -0.1698
H 1.171 2.230 2.447 0.0736
H -1.384 2.272 -2.246 0.0540
C 1.071 1.149 2.487 -0.0420
```